Entry 1:
{"formula": "C48H125B2N11O19Pb", "method": "the ωB97M-V functional and the def2-TZVPD basis", "symbols": ["Pb", "O", "C", "O", "B", "O", "C", "O", "O", "C", "O", "C", "O", "O", "B", "H", "H", "H", "H", "C", "C", "C", "O", "C", "N", "H", "H", "H", "H", "H", "H", "H", "H", "H", "H", "H", "C", "C", "C", "O", "C", "N", "H", "H", "H", "H", "H", "H", "H", "H", "H", "H", "H", "C", "C", "C", "O", "C", "N", "H", "H", "H", "H", "H", "H", "H", "H", "H", "H", "H", "C", "C", "C", "O", "C", "N", "H", "H", "H", "H", "H", "H", "H", "H", "H", "H", "H", "C", "C", "C", "O", "C", "N", "H", "H", "H", "H", "H", "H", "H", "H", "H", "H", "H", "C", "C", "C", "O", "C", "N", "H", "H", "H", "H", "H", "H", "H", "H", "H", "H", "H", "C", "C", "C", "O", "C", "N", "H", "H", "H", "H", "H", "H", "H", "H", "H", "H", "H", "C", "C", "C", "O", "C", "N", "H", "H", "H", "H", "H", "H", "H", "H", "H", "H", "H", "C", "C", "C", "O", "C", "N", "H", "H", "H", "H", "H", "H", "H", "H", "H", "H", "H", "C", "C", "C", "O", "C", "N", "H", "H", "H", "H", "H", "H", "H", "H", "H", "H", "H", "C", "C", "C", "O", "C", "N", "H", "H", "H", "H", "H", "H", "H", "H", "H", "H", "H"], "coordinates": [[2.20236, 6.22216, 0.70139], [-2.64962, -1.30740, -1.20465], [-1.64846, -0.72937, -0.81470], [-1.49306, 0.13589, 0.20062], [-0.09267, 0.58063, 0.25755], [0.55699, -0.20249, -0.79540], [-0.24584, -1.12434, -1.30393], [-0.02450, -2.07488, -2.06743], [0.52267, 0.50567, 1.60115], [0.69556, 1.68416, 2.15011], [1.07415, 1.87302, 3.26689], [0.54722, 2.69321, 0.95779], [0.08649, 2.01404, -0.05957], [0.97782, 3.87471, 0.97160], [4.57175, 4.68319, 1.06354], [4.30317, 5.64426, 1.47397], [5.30069, 4.92054, 0.30422], [5.05906, 4.11949, 1.84393], [3.72463, 4.15435, 0.65494], [-1.17438, -6.04410, -2.85719], [-2.12699, -5.29721, -3.85664], [-3.26258, -6.28431, -4.37804], [-3.33456, -6.07481, -5.83166], [-3.32213, -7.24641, -6.62525], [-2.77196, -4.36223, -3.02111], [-1.64747, -6.34389, -1.92210], [-0.30970, -5.41258, -2.65321], [-0.73659, -6.95960, -3.25509], [-1.57528, -4.87120, -4.69463], [-4.27411, -6.08878, -4.02212], [-3.10964, -7.32622, -4.09675], [-2.47130, -7.79889, -6.22656], [-3.03704, -6.91493, -7.62371], [-4.19818, -7.88037, -6.48832], [-2.21400, -3.53786, -2.85025], [-3.65094, -4.11050, -3.45020], [-1.55324, 6.93245, 3.83888], [-0.08539, 6.82918, 3.23250], [0.67384, 5.62866, 3.83018], [2.05233, 5.61224, 3.39490], [2.91690, 4.68352, 4.10744], [-0.15539, 6.78252, 1.82743], [-1.57185, 7.30582, 4.86277], [-2.07343, 5.97721, 3.90970], [-2.19047, 7.58703, 3.24427], [0.38477, 7.76877, 3.52269], [0.26813, 4.63745, 3.62767], [0.71449, 5.78721, 4.90783], [2.42798, 4.30096, 5.00338], [3.76746, 5.27642, 4.44378], [3.30535, 3.82601, 3.55798], [-0.65624, 7.64853, 1.68856], [-0.71144, 5.96621, 1.61637], [1.65608, -2.60745, 6.79532], [1.24912, -1.25710, 6.10907], [0.54106, -0.28418, 7.10429], [-0.85873, -0.46283, 6.89763], [-1.52112, 0.34877, 7.83046], [2.38491, -0.55929, 5.55799], [0.91864, -3.41009, 6.80306], [2.28677, -2.49510, 7.67720], [2.24765, -3.08345, 6.01329], [0.57243, -1.53652, 5.30153], [0.79803, 0.71958, 6.76585], [0.92876, -0.35544, 8.12051], [-1.27267, 0.25534, 8.88764], [-2.58266, 0.10223, 7.85175], [-1.18552, 1.34545, 7.54393], [2.00811, 0.28914, 5.16013], [2.62748, -1.08639, 4.73129], [-2.81716, -5.27636, 0.88833], [-2.67877, -4.67190, 2.26445], [-2.54065, -3.12908, 2.23119], [-2.73687, -2.52405, 3.49574], [-2.04023, -1.28623, 3.61268], [-3.76753, -4.99491, 3.14995], [-3.70158, -4.78538, 0.48233], [-2.73465, -6.35449, 1.02590], [-1.95743, -5.12867, 0.23476], [-1.82603, -5.10942, 2.78359], [-3.32154, -2.77475, 1.55830], [-1.58606, -2.85625, 1.78128], [-0.95822, -1.36052, 3.72146], [-2.39998, -0.72160, 4.47284], [-2.22751, -0.66459, 2.73713], [-3.43463, -5.91533, 3.39914], [-3.60250, -4.38057, 3.93446], [3.67707, -3.79349, -2.82646], [3.18201, -3.48045, -4.25948], [3.97438, -4.33931, -5.29402], [4.74058, -3.41417, -5.92135], [5.83064, -3.94107, -6.74441], [1.74504, -3.68059, -4.14439], [3.16622, -3.14352, -2.11606], [4.70638, -3.48848, -2.63781], [3.59623, -4.84698, -2.55866], [3.17387, -2.43898, -4.58100], [3.37073, -4.90735, -6.00186], [4.55131, -5.18855, -4.92792], [6.21392, -3.13248, -7.36680], [5.62841, -4.84879, -7.31295], [6.63519, -4.23296, -6.06942], [1.19083, -3.23426, -4.86115], [1.38148, -3.26958, -3.29645], [4.02427, 0.55239, -2.23848], [4.37272, 1.38434, -0.92925], [4.04712, 0.73561, 0.40593], [4.57717, 1.57167, 1.39347], [4.53029, 1.03524, 2.77684], [5.77414, 1.72282, -1.14980], [3.87291, 1.12980, -3.15051], [3.09412, -0.01527, -2.21209], [4.72976, -0.26265, -2.40001], [3.77993, 2.29512, -1.01409], [4.40865, -0.29042, 0.33769], [2.98037, 0.77872, 0.62567], [3.58051, 0.70024, 3.19373], [4.91074, 1.81772, 3.43341], [5.17363, 0.16682, 2.91850], [6.22911, 0.87123, -1.44628], [5.84258, 2.25500, -2.00549], [0.90743, 3.92808, -2.97834], [1.76652, 4.69917, -1.92285], [3.06390, 5.40239, -2.49782], [3.47045, 6.36908, -1.53160], [4.48900, 7.18101, -1.97348], [0.77699, 5.58783, -1.34061], [-0.03514, 3.62831, -2.52029], [1.39395, 3.03632, -3.37352], [0.94334, 4.65332, -3.79126], [2.15876, 4.05090, -1.13927], [2.86319, 5.81293, -3.48741], [3.86987, 4.68240, -2.63967], [5.36501, 6.61922, -2.29770], [4.85114, 7.76353, -1.12636], [4.31773, 7.90223, -2.77261], [0.83972, 6.36790, -1.97909], [-0.13971, 5.23144, -1.57027], [4.01174, -3.39542, 2.78079], [2.95014, -2.75734, 1.85993], [2.17477, -3.82247, 1.08220], [3.03859, -4.37795, 0.03492], [2.39039, -5.51856, -0.47021], [2.09341, -1.90594, 2.65384], [4.66914, -4.19361, 2.43608], [3.39695, -3.91621, 3.51489], [4.45484, -2.69230, 3.48604], [3.33441, -1.98128, 1.19799], [1.33510, -3.36318, 0.56056], [1.77374, -4.56724, 1.76965], [2.87334, -6.14717, -1.21835], [1.36419, -5.30461, -0.76892], [2.41609, -6.20426, 0.37670], [1.23371, -2.40941, 2.81979], [1.75648, -1.08334, 2.17435], [-2.24985, 2.64575, 4.36451], [-3.44919, 2.71943, 3.40218], [-3.02721, 2.92813, 1.91361], [-2.74385, 4.32732, 1.44813], [-3.79954, 5.35870, 1.40970], [-4.19759, 1.47221, 3.51462], [-1.55728, 3.47842, 4.24158], [-1.61499, 1.76675, 4.25312], [-2.61526, 2.78672, 5.38172], [-4.06581, 3.54511, 3.75735], [-3.67963, 2.43435, 1.19345], [-2.04188, 2.48019, 1.78487], [-4.30232, 5.52525, 0.45704], [-3.38152, 6.36374, 1.46674], [-4.59075, 5.12406, 2.12176], [-4.52678, 1.28722, 4.45137], [-5.01623, 1.43815, 2.92405], [-6.21998, -1.17941, 0.36564], [-6.24378, -0.31237, -0.95242], [-5.47454, 1.03929, -0.82246], [-6.06953, 2.00674, -1.63733], [-6.00713, 2.02116, -3.10718], [-5.71568, -1.19723, -1.98619], [-6.90352, -0.65895, 1.03645], [-5.32106, -1.29721, 0.97076], [-6.47685, -2.23454, 0.27171], [-7.28171, -0.08021, -1.19094], [-4.40951, 1.08758, -1.04939], [-5.57491, 1.47655, 0.17093], [-6.50540, 1.15110, -3.53475], [-4.98166, 1.92458, -3.46380], [-6.37293, 2.95497, -3.53413], [-5.86632, -0.85825, -2.92561], [-4.74948, -1.44841, -1.83300], [0.76621, 0.28548, -4.98038], [-0.71660, 0.50805, -5.20848], [-1.65733, -0.58485, -4.65207], [-2.92967, -0.79076, -5.25736], [-3.97013, -1.47709, -4.62714], [-1.08921, 1.81996, -4.64763], [0.91781, -0.60028, -5.59726], [1.06064, 0.04643, -3.95849], [1.35110, 1.07455, -5.45302], [-0.81342, 0.60338, -6.28998], [-1.88960, -0.34322, -3.61487], [-1.14894, -1.51708, -4.40593], [-4.44111, -2.14145, -5.35164], [-4.77846, -0.88784, -4.19413], [-3.62214, -1.99240, -3.73190], [-1.88464, 2.25300, -5.09468], [-1.21471, 1.67261, -3.65634]], "gap_ha": 0.2713, "total_energy_ha": -4177.9540}

Entry 2:
{"formula": "C48H129N7O17", "method": "the ωB97M-V functional and the def2-TZVPD basis", "symbols": ["C", "C", "O", "H", "H", "H", "H", "H", "H", "C", "C", "O", "H", "H", "H", "H", "H", "H", "C", "C", "O", "H", "H", "H", "H", "H", "H", "C", "C", "O", "H", "H", "H", "H", "H", "H", "C", "C", "O", "H", "H", "H", "H", "H", "H", "C", "C", "O", "H", "H", "H", "H", "H", "H", "C", "O", "C", "C", "N", "C", "C", "O", "C", "H", "H", "H", "H", "H", "H", "H", "H", "H", "H", "H", "H", "H", "H", "H", "C", "O", "C", "C", "N", "C", "C", "O", "C", "H", "H", "H", "H", "H", "H", "H", "H", "H", "H", "H", "H", "H", "H", "H", "C", "O", "C", "C", "N", "C", "C", "O", "C", "H", "H", "H", "H", "H", "H", "H", "H", "H", "H", "H", "H", "H", "H", "H", "C", "O", "C", "C", "N", "C", "C", "O", "C", "H", "H", "H", "H", "H", "H", "H", "H", "H", "H", "H", "H", "H", "H", "H", "C", "C", "C", "O", "C", "N", "H", "H", "H", "H", "H", "H", "H", "H", "H", "H", "H", "C", "C", "C", "O", "C", "N", "H", "H", "H", "H", "H", "H", "H", "H", "H", "H", "H", "C", "C", "C", "O", "C", "N", "H", "H", "H", "H", "H", "H", "H", "H", "H", "H", "H"], "coordinates": [[0.61349, -14.93268, -3.74808], [0.49252, -14.31196, -2.33945], [1.14629, -15.05654, -1.34297], [0.05229, -15.86731, -3.82439], [1.64505, -15.24659, -3.92190], [0.31910, -14.19434, -4.49170], [-0.55612, -14.14257, -2.07500], [0.87579, -13.30557, -2.52670], [0.80909, -15.95645, -1.35160], [4.63412, -13.41889, -4.60937], [3.34631, -12.61366, -4.78699], [3.49787, -11.33445, -4.15357], [4.50202, -14.39610, -5.07676], [4.94515, -13.45638, -3.56697], [5.44881, -12.91747, -5.13746], [2.48865, -13.07439, -4.30763], [3.17066, -12.48910, -5.85713], [4.16870, -10.79192, -4.57843], [8.92752, -12.48663, -3.78318], [9.33092, -11.86519, -5.08393], [8.50508, -10.71401, -5.36992], [9.72365, -13.07701, -3.30917], [8.24870, -13.30331, -4.04109], [8.72712, -11.81902, -2.94739], [9.41152, -12.61544, -5.87328], [10.32694, -11.41551, -4.99154], [9.02903, -10.18183, -5.97417], [-0.67896, -16.56119, 2.75517], [-0.05217, -17.61112, 3.68973], [-1.14948, -18.29470, 4.30234], [0.14044, -16.29000, 2.07012], [-1.13172, -15.67694, 3.19871], [-1.35975, -16.96734, 2.00564], [0.59060, -17.17862, 4.46049], [0.55727, -18.25421, 3.05571], [-1.52901, -17.68484, 4.94063], [6.00851, -13.14759, 3.35305], [6.23511, -14.59595, 3.69639], [6.51983, -15.38066, 2.51743], [5.83245, -12.72232, 4.34529], [5.10283, -13.05611, 2.75426], [6.83837, -12.68523, 2.82378], [5.34567, -15.02266, 4.16947], [7.06679, -14.76984, 4.38614], [6.07897, -16.22419, 2.68711], [1.18761, -8.03640, -0.40412], [2.27524, -7.04076, -0.08460], [3.41609, -7.21403, -0.93726], [0.52464, -8.07133, 0.46268], [1.69132, -8.99422, -0.53777], [0.59998, -7.73358, -1.26815], [2.68385, -7.12028, 0.92814], [1.83827, -6.04487, -0.23691], [4.01238, -6.54853, -0.57712], [-0.53810, -10.98220, 2.17077], [0.48031, -11.57893, 2.92943], [1.21706, -12.59019, 2.24193], [1.84840, -12.24319, 0.90455], [3.05849, -11.43053, 1.10682], [3.69557, -11.05431, -0.16248], [4.38236, -12.21198, -0.92787], [5.53328, -12.51063, -0.12465], [6.34565, -13.48344, -0.75207], [-0.12544, -10.18257, 1.53370], [-1.36929, -10.60169, 2.75846], [-0.81467, -11.69944, 1.38302], [0.55299, -13.44328, 2.06442], [1.98899, -12.81568, 2.97773], [1.09564, -11.66493, 0.36008], [2.15820, -13.07931, 0.27154], [3.78865, -12.06604, 1.43281], [4.45430, -10.27603, -0.05090], [2.94051, -10.50978, -0.73849], [4.73404, -11.62864, -1.78356], [3.71954, -13.00905, -1.26231], [6.58143, -13.19110, -1.78595], [5.88080, -14.46892, -0.77930], [7.34422, -13.40854, -0.32071], [6.93892, -6.56505, -3.49936], [7.52474, -7.78235, -3.03757], [6.85083, -8.27633, -1.87818], [7.65905, -9.44736, -1.32057], [8.67921, -8.94976, -0.36262], [8.11165, -8.44569, 0.87522], [9.10727, -7.72294, 1.73469], [9.40413, -6.40570, 1.19815], [10.49124, -5.80100, 1.87783], [5.92392, -6.77288, -3.84459], [7.60664, -6.23541, -4.29195], [6.91001, -5.76908, -2.75045], [5.93792, -8.66484, -2.35683], [6.64933, -7.45005, -1.19542], [8.13664, -10.05561, -2.08414], [6.99649, -10.07833, -0.72113], [9.18140, -8.20635, -0.84050], [7.81238, -9.36296, 1.39411], [7.21796, -7.82159, 0.75002], [10.09777, -8.17718, 1.61892], [8.83493, -7.56909, 2.78041], [11.44358, -6.32777, 1.74706], [10.19302, -5.83851, 2.92975], [10.65226, -4.80526, 1.47330], [4.06294, -6.24519, 2.87180], [4.89255, -7.21362, 2.22799], [4.45138, -8.56311, 2.14229], [4.79036, -9.48793, 3.32758], [4.38834, -8.99882, 4.64199], [3.17564, -9.61797, 5.20680], [1.88206, -9.12049, 4.55392], [1.44428, -7.84737, 4.95364], [0.40157, -7.36333, 4.14523], [3.05922, -6.31635, 2.43971], [4.43581, -5.24769, 2.65201], [3.98310, -6.37690, 3.94941], [4.92068, -8.86898, 1.20455], [3.37505, -8.67555, 1.94855], [5.88344, -9.59030, 3.25962], [4.51247, -10.51694, 3.08967], [4.19693, -8.02141, 4.50060], [3.13891, -9.45139, 6.28166], [3.10101, -10.65386, 4.86969], [1.04766, -9.76063, 4.88590], [2.02123, -9.31109, 3.48222], [0.65645, -7.34024, 3.07712], [0.18484, -6.34542, 4.45993], [-0.45186, -8.05099, 4.20613], [-5.46149, -11.96689, -1.81914], [-4.17382, -11.85964, -1.31304], [-3.22345, -11.10525, -2.02690], [-3.47504, -9.60024, -2.17299], [-3.77000, -8.97906, -0.88948], [-2.63957, -8.64160, -0.06090], [-3.19559, -8.17789, 1.30940], [-3.57732, -9.31766, 2.11439], [-4.93841, -9.68168, 2.04635], [-5.49167, -12.08125, -2.90986], [-6.17786, -11.17371, -1.56519], [-5.86758, -12.85877, -1.33583], [-3.28199, -11.55915, -3.03032], [-2.19648, -11.27827, -1.70985], [-4.19063, -9.32283, -2.94775], [-2.51559, -9.17359, -2.48444], [-4.37257, -9.60296, -0.38299], [-2.12678, -7.77278, -0.47795], [-2.06895, -9.55349, 0.15363], [-4.00506, -7.44474, 1.22290], [-2.54213, -7.58157, 1.95328], [-5.58350, -8.81185, 2.19077], [-5.11647, -10.39592, 2.85371], [-5.24781, -10.24361, 1.16178], [-1.83158, -10.11406, 6.44958], [-2.91817, -11.14921, 6.58685], [-3.38565, -11.70539, 5.24251], [-4.26649, -12.77750, 5.47751], [-4.58860, -13.45814, 4.27614], [-2.51303, -12.14216, 7.62700], [-2.15903, -9.23651, 5.88254], [-0.93548, -10.50780, 5.95942], [-1.50046, -9.76288, 7.42765], [-3.79970, -10.72954, 7.08761], [-2.46134, -12.04103, 4.74880], [-3.79610, -10.89036, 4.63951], [-5.23898, -14.26926, 4.60999], [-3.76048, -13.99083, 3.79872], [-5.12155, -12.83456, 3.55649], [-1.56974, -12.45217, 7.37141], [-2.23333, -11.52325, 8.38586], [4.37100, -17.25230, 1.11721], [4.59048, -18.48360, 1.99075], [5.86490, -19.23228, 1.64806], [5.86988, -19.49421, 0.27154], [7.05217, -20.11907, -0.17997], [4.61613, -18.07500, 3.38806], [3.75055, -17.51793, 0.26216], [5.28286, -16.83828, 0.68255], [3.94076, -16.46212, 1.73214], [3.68480, -19.10129, 1.93151], [6.02933, -20.15495, 2.21648], [6.66831, -18.53620, 1.93714], [7.80696, -19.33031, -0.29159], [6.87205, -20.43444, -1.20772], [7.41595, -20.93728, 0.44255], [3.73238, -17.73409, 3.74937], [4.84843, -18.74080, 4.11691], [13.81654, -13.12966, 1.53199], [13.02681, -14.38995, 1.04488], [11.50309, -14.21457, 1.17855], [10.94837, -15.46694, 1.42113], [9.54897, -15.36190, 1.70396], [13.54931, -14.78194, -0.25455], [13.72078, -12.81588, 2.57279], [13.75742, -12.35201, 0.77040], [14.86041, -13.46298, 1.54879], [13.27083, -15.18723, 1.75028], [11.08597, -13.62911, 0.35078], [11.46090, -13.64224, 2.11791], [9.06009, -15.07908, 0.76526], [9.45685, -14.55261, 2.43214], [9.09326, -16.29987, 2.00341], [13.58116, -13.95953, -0.84167], [14.44120, -15.23126, -0.12168]], "gap_ha": 0.3170, "total_energy_ha": -3568.1128}